Molecular formula: C64H47Cl3MnNO4P3Si
Method: DFT, ωB97M-V with the def2-TZVPD basis set

```
! wB97M-V def2-TZVPD RIJCOSX def2/J DEFGRID3
* xyz 0 6
Mn -0.8693 -0.0698 0.4375
C -3.1318 -4.0005 4.4192
C -3.5602 -2.9615 3.6095
C -2.6340 -2.2261 2.8831
C -1.2769 -2.5305 2.9715
C -0.8550 -3.6115 3.7485
C -1.7827 -4.3350 4.4766
P -0.0990 -1.5923 1.9461
C 0.7291 -2.9970 1.1168
C -0.0793 -4.0309 0.6402
C 0.4870 -5.1074 -0.0204
C 1.8579 -5.1502 -0.2318
C 2.6625 -4.1245 0.2378
C 2.1053 -3.0546 0.9230
C 1.1991 -0.9076 3.0261
C 1.3859 -1.2457 4.3583
C 2.3829 -0.6150 5.0929
C 3.1821 0.3420 4.4915
C 2.9814 0.6908 3.1616
C 1.9815 0.0866 2.4088
Si 1.4662 0.4396 0.5738
C 0.9435 2.2389 0.1735
C 1.3549 2.8949 -0.9806
C 0.6865 4.0248 -1.4329
C -0.4153 4.5083 -0.7446
C -0.8289 3.8915 0.4309
C -0.1562 2.7697 0.8915
P -0.4742 1.8666 2.4462
C -1.9822 2.4189 3.3155
C -2.7549 1.4234 3.9096
C -3.8679 1.7543 4.6651
C -4.2111 3.0866 4.8337
C -3.4168 4.0832 4.2862
C -2.2945 3.7582 3.5423
C 0.6975 2.7800 3.5341
C 1.6069 3.7349 3.0904
C 2.4403 4.3751 3.9979
C 2.3904 4.0518 5.3446
C 1.5004 3.0835 5.7884
C 0.6627 2.4490 4.8893
C 3.0396 -0.1450 -0.3938
C 4.2652 -0.0961 0.2789
C 5.4268 -0.6095 -0.2690
C 5.3980 -1.2075 -1.5162
C 4.2083 -1.2637 -2.2165
C 3.0359 -0.7327 -1.6814
P 1.4851 -0.7130 -2.6369
C 1.6116 -2.2300 -3.6746
C 0.8211 -3.3160 -3.3124
C 0.8659 -4.4974 -4.0389
C 1.7106 -4.6061 -5.1317
C 2.4904 -3.5228 -5.5113
C 2.4334 -2.3361 -4.7982
C 1.8952 0.5276 -3.9264
C 1.0375 0.6105 -5.0257
C 1.2355 1.5686 -6.0050
C 2.2932 2.4626 -5.9032
C 3.1534 2.3842 -4.8194
C 2.9538 1.4272 -3.8333
H -3.8505 -4.5710 4.9930
H -4.6111 -2.7166 3.5249
H -2.9708 -1.4263 2.2346
H 0.1908 -3.8931 3.7574
H -1.4559 -5.1740 5.0775
H -1.1498 -3.9831 0.7975
H -0.1452 -5.9120 -0.3731
H 2.2964 -5.9848 -0.7631
H 3.7332 -4.1544 0.0800
H 2.7410 -2.2720 1.3121
H 0.7423 -1.9751 4.8297
H 2.5209 -0.8648 6.1368
H 3.9432 0.8497 5.0700
H 3.5879 1.4738 2.7219
H 2.1957 2.5045 -1.5399
H 1.0082 4.5082 -2.3468
H -0.9579 5.3665 -1.1196
H -1.6952 4.2638 0.9619
H -2.4824 0.3863 3.7650
H -4.4781 0.9747 5.0975
H -5.1029 3.3502 5.3868
H -3.6740 5.1246 4.4360
H -1.6567 4.5428 3.1549
H 1.6596 3.9934 2.0417
H 3.1272 5.1341 3.6450
H 3.0417 4.5552 6.0474
H 1.4577 2.8231 6.8384
H -0.0332 1.6904 5.2290
H 4.3047 0.3452 1.2661
H 6.3568 -0.5482 0.2818
H 6.3028 -1.6196 -1.9449
H 4.1844 -1.7293 -3.1925
H 0.1570 -3.2226 -2.4661
H 0.2379 -5.3329 -3.7558
H 1.7569 -5.5344 -5.6866
H 3.1448 -3.6011 -6.3703
H 3.0208 -1.4882 -5.1283
H 0.2156 -0.0913 -5.1153
H 0.5576 1.6228 -6.8477
H 2.4511 3.2093 -6.6707
H 3.9834 3.0752 -4.7390
H 3.6391 1.3717 -2.9969
Cl -5.9224 0.0024 2.0852
C -4.8803 1.6121 0.4622
Cl -5.2018 3.1322 1.2055
Cl -5.6752 1.3011 -1.0316
C -3.6509 1.0469 0.6958
N -2.6662 0.5271 1.0339
O -1.2468 0.7689 -1.2558
C -1.8338 -0.3039 -1.6132
O -1.6765 -1.3696 -0.9485
C -2.6696 -0.2900 -2.8333
C -3.0074 -1.4793 -3.4621
C -3.7473 -1.4857 -4.6432
C -4.1484 -0.2641 -5.1289
O -4.8869 0.0054 -6.2443
C -5.0462 1.4187 -6.2835
O -4.3293 1.9839 -5.1969
C -3.8137 0.9288 -4.4921
C -3.0597 0.9541 -3.3528
H -2.6821 -2.4101 -3.0198
H -4.0008 -2.4016 -5.1574
H -6.1073 1.6749 -6.1963
H -4.6482 1.8074 -7.2255
H -2.7682 1.8728 -2.8646
*
```

Calculated values
energy = -181442.996 eV
LUMO energy (alpha / beta) = -0.663 / -0.733 eV
gap between HOMO and LUMO (alpha / beta) = 0.2315 / 0.2695 hartree

These are the Löwdin partial charges, in e, on atoms 1 to 99:
1. Mn 0.4842
2. C -0.0706
3. C -0.0593
4. C -0.0908
5. C -0.3437
6. C -0.1071
7. C -0.0722
8. P 1.0183
9. C -0.3247
10. C -0.0879
11. C -0.0795
12. C -0.0831
13. C -0.0662
14. C -0.0753
15. C -0.3833
16. C -0.0617
17. C -0.0686
18. C -0.0717
19. C -0.1116
20. C -0.3264
21. Si 0.7299
22. C -0.3011
23. C -0.0812
24. C -0.0592
25. C -0.0598
26. C -0.0649
27. C -0.4074
28. P 1.0967
29. C -0.3725
30. C -0.1176
31. C -0.0799
32. C -0.0836
33. C -0.0928
34. C -0.1011
35. C -0.3342
36. C -0.0776
37. C -0.0778
38. C -0.0876
39. C -0.0818
40. C -0.0988
41. C -0.2628
42. C -0.0988
43. C -0.0712
44. C -0.0716
45. C -0.0830
46. C -0.3892
47. P 1.1420
48. C -0.3566
49. C -0.0966
50. C -0.0827
51. C -0.0874
52. C -0.0781
53. C -0.1075
54. C -0.3681
55. C -0.1016
56. C -0.0806
57. C -0.0915
58. C -0.0835
59. C -0.1045
60. H 0.1054
61. H 0.0973
62. H 0.0613
63. H 0.1126
64. H 0.1051
65. H 0.1141
66. H 0.1073
67. H 0.1055
68. H 0.1076
69. H 0.0935
70. H 0.0925
71. H 0.1077
72. H 0.1107
73. H 0.1078
74. H 0.0819
75. H 0.1068
76. H 0.1068
77. H 0.0953
78. H 0.0809
79. H 0.1036
80. H 0.1066
81. H 0.1046
82. H 0.1045
83. H 0.1012
84. H 0.1034
85. H 0.1010
86. H 0.1065
87. H 0.1116
88. H 0.0713
89. H 0.1061
90. H 0.1064
91. H 0.0927
92. H 0.0868
93. H 0.1029
94. H 0.1017
95. H 0.1036
96. H 0.1064
97. H 0.1081
98. H 0.1033
99. H 0.1004